Entry 1:
{
  "formula": "C23H27FeN6O5P",
  "method": "wB97M-V/def2-TZVPD",
  "homo_ev": [-7.69, -7.63],
  "max_force_ev_per_a": 2.042,
  "spin_multiplicity": 5,
  "orbital_gap_ev": [7.619, 7.557],
  "e_above_lowest_kcal_mol": 0.00,
  "elements": ["Fe", "C", "N", "C", "C", "N", "C", "P", "C", "N", "C", "C", "N", "C", "C", "N", "C", "C", "N", "C", "H", "H", "H", "H", "H", "H", "H", "H", "H", "H", "H", "H", "H", "H", "H", "O", "C", "O", "C", "O", "C", "C", "O", "O", "H", "H", "H", "H", "H", "C", "C", "C", "C", "C", "C", "C", "H", "H", "H", "H", "H", "H", "H"],
  "xyz": [[0.3345, -0.0603, -0.0417], [-2.5588, -3.1912, 3.6691], [-2.2623, -2.0576, 2.8099], [-2.9123, -0.8498, 2.8184], [-2.3204, -0.0784, 1.8592], [-1.3326, -0.8067, 1.2602], [-1.3062, -1.9870, 1.8495], [-0.0625, -3.2699, 1.5001], [1.4136, -2.2766, 1.8581], [1.6467, -1.0733, 1.3734], [2.8477, -0.6568, 1.8667], [3.3457, -1.6367, 2.6778], [2.4349, -2.6612, 2.6676], [2.5612, -3.9200, 3.3828], [-0.0900, -3.1197, -0.3142], [0.0731, -2.0217, -1.0386], [-0.1320, -2.3773, -2.3398], [-0.4162, -3.7101, -2.4054], [-0.3884, -4.1731, -1.1188], [-0.6532, -5.5443, -0.7101], [-3.2872, -2.8798, 4.4124], [-1.6603, -3.5290, 4.1818], [-2.9727, -4.0175, 3.0934], [-3.7142, -0.6415, 3.5054], [-2.4874, 0.9547, 1.5990], [3.2276, 0.3179, 1.6056], [4.2518, -1.6950, 3.2558], [3.4593, -3.8815, 3.9925], [2.6431, -4.7538, 2.6878], [1.7032, -4.0803, 4.0325], [-0.0874, -1.6720, -3.1512], [-0.6362, -4.3520, -3.2406], [-0.8190, -6.1400, -1.6030], [-1.5401, -5.5957, -0.0815], [0.1952, -5.9521, -0.1647], [1.5461, 2.6901, -2.0598], [1.9476, 2.1330, -1.0301], [1.9985, 0.8668, -0.8053], [2.3937, 3.0285, 0.1359], [2.3737, 2.4192, 1.4130], [1.2800, 2.7676, 2.2328], [-0.1371, 2.4677, 1.7330], [-1.0601, 2.9790, 2.3555], [-0.2607, 1.6811, 0.7299], [0.3738, 1.8989, -2.7705], [1.7807, 3.9330, 0.1203], [3.4295, 3.3226, -0.0570], [1.3176, 3.8224, 2.5199], [1.3929, 2.1769, 3.1470], [-0.3186, 1.0186, -2.6692], [-1.3955, 0.7299, -3.6659], [-2.7289, 1.0209, -3.3819], [-3.7289, 0.7786, -4.3139], [-3.4136, 0.2347, -5.5515], [-2.0902, -0.0594, -5.8515], [-1.0945, 0.1882, -4.9165], [0.4416, 0.2345, -2.6468], [-0.7839, 1.0254, -1.6675], [-2.9791, 1.4455, -2.4158], [-4.7584, 1.0151, -4.0744], [-4.1926, 0.0452, -6.2796], [-1.8334, -0.4752, -6.8183], [-0.0581, -0.0221, -5.1622]],
  "forces_ev_per_a": [[0.55, 0.42, 0.21], [0.00, 0.01, -0.01], [0.00, -0.02, 0.02], [0.00, 0.02, 0.01], [0.02, -0.04, -0.01], [-0.01, 0.02, 0.02], [-0.02, -0.03, -0.03], [-0.11, 0.04, 0.03], [0.13, -0.03, 0.01], [-0.05, 0.03, -0.05], [-0.10, -0.01, -0.02], [0.06, 0.01, 0.02], [-0.04, -0.03, 0.00], [0.00, 0.02, -0.02], [0.02, -0.07, -0.08], [-0.03, 0.04, 0.08], [0.00, -0.11, -0.09], [0.00, 0.03, 0.03], [0.00, -0.04, -0.01], [0.02, 0.04, 0.00], [0.00, 0.01, 0.00], [0.01, 0.01, 0.00], [-0.01, 0.00, -0.01], [0.01, -0.02, -0.01], [-0.01, -0.02, 0.01], [0.02, -0.02, 0.02], [-0.01, -0.01, -0.01], [0.01, 0.01, 0.00], [0.01, 0.00, -0.01], [-0.01, 0.00, 0.01], [0.02, 0.02, 0.06], [0.00, -0.01, 0.02], [0.00, 0.00, -0.01], [-0.01, 0.00, 0.00], [0.01, 0.00, 0.00], [1.70, 0.57, 0.98], [-0.53, 0.04, 0.23], [-0.03, -0.08, -0.36], [0.08, 0.18, -0.07], [-0.09, -0.22, -0.14], [0.06, -0.06, 0.16], [-0.09, -0.06, -0.08], [-0.03, -0.03, 0.03], [-0.10, 0.10, -0.08], [-1.46, -0.57, -0.29], [0.00, -0.01, -0.03], [-0.01, 0.04, -0.06], [-0.01, 0.04, -0.05], [0.05, 0.08, 0.01], [-0.14, -0.68, 0.06], [0.15, 0.21, -0.14], [-0.03, -0.05, -0.03], [0.04, -0.03, 0.01], [-0.03, -0.01, -0.03], [0.01, 0.02, 0.07], [-0.02, 0.02, -0.03], [-0.08, -0.22, -0.22], [0.09, 0.46, -0.15], [0.00, 0.01, -0.01], [0.01, 0.00, 0.01], [0.01, 0.01, 0.01], [0.01, 0.00, 0.00], [-0.01, -0.01, 0.00]],
  "mulliken_spin": [3.756, 0.000, 0.002, -0.001, 0.014, 0.040, -0.013, 0.001, -0.015, 0.032, 0.008, 0.002, 0.002, -0.001, -0.008, 0.036, 0.011, 0.001, 0.000, 0.000, 0.000, 0.000, 0.000, 0.000, 0.001, 0.000, 0.000, 0.000, 0.000, 0.000, -0.001, 0.000, 0.000, 0.000, 0.000, 0.010, -0.004, 0.053, 0.006, 0.000, 0.003, 0.004, 0.010, 0.032, 0.001, 0.001, 0.000, 0.000, 0.001, 0.012, 0.006, 0.004, -0.001, 0.001, 0.000, 0.002, 0.004, -0.015, 0.001, 0.000, 0.000, 0.000, 0.000]
}

***

Entry 2:
{
  "formula": "C23H27FeN6OS2Sb",
  "method": "wB97M-V/def2-TZVPD",
  "homo_ev": -7.42,
  "max_force_ev_per_a": 0.323,
  "orbital_gap_ev": 6.987,
  "e_above_lowest_kcal_mol": 4.23,
  "elements": ["Fe", "C", "S", "C", "S", "N", "N", "C", "C", "C", "C", "C", "C", "N", "H", "H", "H", "H", "H", "H", "H", "H", "O", "C", "N", "C", "C", "C", "C", "C", "C", "N", "C", "C", "C", "C", "C", "N", "H", "H", "H", "H", "H", "H", "H", "H", "H", "H", "C", "Sb", "C", "C", "H", "H", "H", "H", "H", "H", "H", "H", "H"],
  "xyz": [[-0.5969, -0.1671, -0.2544], [-4.4770, -3.0156, 1.9531], [-3.1269, -2.4509, 2.9977], [-2.1037, -1.5828, 1.8727], [-2.5076, -1.4064, 0.2181], [-1.0431, -1.0915, 2.4751], [-0.2569, -0.3771, 1.6229], [0.8008, 0.1772, 2.1013], [1.5851, 0.9401, 1.1433], [2.7619, 1.5999, 1.4701], [3.4464, 2.2774, 0.4773], [2.9416, 2.2695, -0.8143], [1.7591, 1.5921, -1.0608], [1.0847, 0.9543, -0.1110], [-5.1263, -3.5947, 2.6084], [-5.0305, -2.1781, 1.5365], [-4.1085, -3.6491, 1.1502], [1.0793, 0.0706, 3.1431], [3.1347, 1.5565, 2.4844], [4.3705, 2.7925, 0.7044], [3.4515, 2.7725, -1.6234], [1.3318, 1.5495, -2.0550], [1.1579, -3.0255, -2.5499], [0.5798, -2.0717, -2.0178], [0.4593, -1.7630, -0.7362], [1.1084, -2.6666, 0.1829], [2.4587, -2.1788, 0.6638], [2.8797, -2.4516, 1.9648], [4.1337, -2.0350, 2.3731], [4.9391, -1.3580, 1.4697], [4.4331, -1.1258, 0.1997], [3.2262, -1.5135, -0.2008], [-0.1401, -1.0802, -2.8959], [-0.1165, -1.2174, -4.2757], [-0.7898, -0.2971, -5.0530], [-1.4681, 0.7375, -4.4224], [-1.4408, 0.8051, -3.0436], [-0.7912, -0.0821, -2.2813], [0.4669, -2.8345, 1.0520], [1.2666, -3.6308, -0.3112], [2.2196, -2.9797, 2.6422], [4.4803, -2.2373, 3.3793], [5.9306, -1.0197, 1.7394], [5.0291, -0.5967, -0.5380], [0.4355, -2.0538, -4.6808], [-0.7905, -0.3775, -6.1323], [-2.0137, 1.4822, -4.9850], [-1.9577, 1.6015, -2.5262], [-1.3667, 3.8877, 0.1731], [-2.0721, 1.8700, 0.3475], [-3.9916, 2.1508, -0.5400], [-2.6652, 1.9295, 2.3890], [-2.0905, 4.5793, 0.6032], [-1.2106, 4.1416, -0.8754], [-0.4165, 3.9909, 0.6976], [-4.5134, 2.9665, -0.0414], [-4.5616, 1.2289, -0.4356], [-3.8947, 2.3846, -1.5991], [-3.3398, 2.7675, 2.5581], [-1.7824, 2.0387, 3.0181], [-3.1611, 0.9952, 2.6484]],
  "forces_ev_per_a": [[-0.06, 0.25, -0.20], [0.01, -0.03, 0.00], [0.00, 0.00, 0.00], [0.02, 0.06, -0.05], [-0.01, -0.15, 0.05], [-0.02, 0.00, 0.00], [0.02, 0.03, 0.16], [-0.02, 0.01, -0.05], [0.01, -0.01, -0.01], [0.02, 0.00, 0.01], [-0.01, -0.01, -0.03], [-0.01, 0.00, 0.03], [0.00, 0.00, -0.04], [0.01, -0.16, 0.04], [0.00, 0.00, 0.00], [0.00, 0.01, 0.00], [-0.01, 0.00, 0.00], [-0.01, 0.01, 0.00], [-0.01, 0.01, 0.00], [0.00, 0.00, 0.00], [0.00, 0.00, 0.00], [0.01, 0.00, 0.00], [0.00, 0.01, 0.02], [0.01, -0.03, -0.04], [0.04, -0.04, 0.01], [-0.02, 0.03, 0.02], [0.03, 0.02, -0.05], [0.01, -0.01, 0.03], [0.00, -0.02, 0.01], [-0.01, 0.01, -0.03], [0.03, 0.00, 0.03], [-0.05, -0.01, 0.00], [-0.03, 0.02, -0.01], [0.01, -0.02, 0.03], [0.00, 0.01, -0.03], [-0.01, 0.01, 0.01], [0.02, -0.01, 0.00], [0.05, 0.00, 0.02], [0.01, -0.02, -0.01], [0.00, -0.01, 0.00], [-0.01, 0.00, -0.01], [0.00, 0.00, 0.00], [0.00, 0.01, -0.01], [0.00, 0.00, 0.00], [0.00, 0.00, 0.00], [0.00, 0.00, 0.00], [0.00, 0.01, 0.01], [0.00, 0.00, 0.02], [-0.02, 0.01, 0.03], [0.01, 0.05, -0.02], [0.01, -0.02, 0.01], [0.01, -0.01, 0.00], [0.01, 0.01, 0.00], [0.00, -0.02, 0.00], [0.00, -0.01, 0.00], [0.00, 0.00, 0.01], [0.00, 0.00, 0.00], [-0.02, 0.02, 0.00], [0.00, 0.00, -0.01], [-0.01, -0.01, 0.01], [0.00, 0.00, 0.00]],
  "nbo_charge": [0.473, -0.754, 0.318, -0.085, -0.149, -0.429, -0.182, 0.008, 0.162, -0.221, -0.154, -0.252, 0.081, -0.419, 0.230, 0.229, 0.237, 0.214, 0.229, 0.223, 0.228, 0.209, -0.688, 0.599, -0.613, -0.278, 0.237, -0.266, -0.172, -0.286, 0.043, -0.433, 0.158, -0.208, -0.160, -0.248, 0.040, -0.441, 0.198, 0.244, 0.222, 0.214, 0.216, 0.188, 0.259, 0.221, 0.222, 0.190, -1.006, 1.246, -0.992, -0.989, 0.228, 0.227, 0.230, 0.228, 0.245, 0.223, 0.227, 0.233, 0.245]
}